77
Properties=species:S:1:pos:R:3 method="wB97M-V/def2-TZVPD" multiplicity=1 total_charge=0 largest_force_ha_per_bohr=0.02478 mol_weight_g_mol=857.367 e_homo_ev=-5.0151 homo_lumo_gap_ev=3.330
C 0.770 5.367 3.318
C 1.718 5.462 2.123
O 2.908 4.773 2.426
C 3.680 4.446 1.285
C 3.238 3.118 0.698
O 3.153 2.105 1.698
C 1.858 1.687 1.975
C 1.288 0.870 0.817
O -0.152 0.965 0.844
C -0.768 0.709 -0.366
N -0.227 -0.474 -1.028
C 0.375 -0.705 -2.230
N 0.612 0.163 -3.244
C 1.362 -0.470 -4.360
N 2.731 -0.727 -3.970
P 0.203 1.837 -3.500
C -1.605 1.978 -3.229
C 1.020 2.856 -2.222
N 0.726 -1.997 -2.318
C 0.350 -2.563 -1.187
C 0.563 -4.008 -0.908
I -1.178 -5.009 -1.657
C 1.907 -4.535 -1.441
C 3.047 -3.549 -1.189
I 1.899 -5.150 -3.484
N -0.250 -1.690 -0.365
C -0.838 -1.925 0.949
C -2.364 -1.776 1.001
O -2.806 -2.665 1.991
Si -4.440 -3.011 2.179
C -5.488 -1.664 1.419
C -4.815 -3.125 3.996
C -4.790 -4.613 1.298
H 1.239 4.774 4.100
H 0.527 6.350 3.719
H -0.174 4.893 3.046
H 1.244 5.042 1.224
H 1.949 6.510 1.900
H 4.749 4.416 1.528
H 3.572 5.209 0.506
H 2.280 3.225 0.171
H 3.982 2.801 -0.038
H 1.180 2.521 2.194
H 1.896 1.072 2.874
H 1.667 1.253 -0.132
H 1.558 -0.183 0.930
H -0.673 1.541 -1.052
H -1.826 0.548 -0.167
H 1.281 0.229 -5.191
H 0.875 -1.397 -4.654
H 3.302 0.097 -4.116
H 3.125 -1.480 -4.518
H -2.052 1.128 -2.714
H -2.094 2.135 -4.184
H -1.789 2.850 -2.596
H 0.542 2.971 -1.249
H 2.023 2.450 -2.075
H 1.147 3.833 -2.683
H 0.524 -4.237 0.151
H 2.105 -5.450 -0.890
H 3.989 -4.093 -1.156
H 2.923 -3.060 -0.218
H 3.125 -2.798 -1.969
H -0.604 -2.943 1.237
H -0.378 -1.265 1.680
H -2.781 -2.002 0.011
H -2.625 -0.750 1.268
H -5.207 -0.676 1.789
H -6.524 -1.838 1.711
H -5.431 -1.651 0.329
H -4.778 -4.150 4.363
H -4.149 -2.506 4.595
H -5.831 -2.760 4.162
H -4.330 -4.601 0.307
H -5.862 -4.761 1.166
H -4.386 -5.463 1.848
I 7.005 5.533 1.475

71
Properties=species:S:1:pos:R:3 method="wB97M-V/def2-TZVPD" relative_energy_kj_mol=3.3 multiplicity=3 s_squared=2.45 total_charge=+4 largest_force_ha_per_bohr=0.06193 mol_weight_g_mol=564.574 e_homo_ev="-18.0897 / -18.2103" homo_lumo_gap_ev="2.564 / 2.507"
Mo 0.152 0.595 0.548
P 2.025 1.932 1.569
P -1.469 0.981 2.361
P -1.184 2.159 -0.755
H 0.598 -4.878 -7.407
C 0.799 -3.867 -7.775
C 2.042 -3.363 -7.803
H 2.902 -3.938 -7.449
C 3.325 0.829 2.225
C 1.744 3.131 2.916
C 2.895 2.893 0.283
C -3.016 0.015 2.121
C -1.001 0.439 4.048
C -2.151 2.643 2.776
C -0.734 2.407 -2.519
C -0.984 3.915 -0.204
C -3.007 2.018 -0.937
H -0.059 -3.298 -8.144
H 2.246 -2.368 -8.208
H 3.390 -0.081 1.616
H 3.086 0.557 3.261
H 4.288 1.359 2.224
H 1.253 2.647 3.768
H 1.115 3.958 2.566
H 2.713 3.539 3.239
H 3.341 2.212 -0.447
H 3.691 3.481 0.761
H 2.208 3.573 -0.231
H -3.684 0.190 2.978
H -2.772 -1.052 2.050
H -3.520 0.323 1.197
H -1.655 0.942 4.775
H 0.042 0.707 4.268
H -1.142 -0.647 4.154
H -2.756 2.552 3.691
H -2.796 3.029 1.977
H -1.339 3.359 2.958
H -1.366 3.211 -2.921
H -0.913 1.486 -3.089
H 0.319 2.698 -2.630
H -1.717 4.530 -0.750
H 0.025 4.276 -0.446
H -1.154 4.043 0.869
H -3.327 2.682 -1.756
H -3.528 2.293 -0.010
H -3.249 0.976 -1.188
C 0.652 -1.004 -2.705
C -0.708 -1.333 -2.723
C -1.228 -2.164 -3.711
C -0.387 -2.770 -4.649
C 0.983 -2.485 -4.617
C 1.512 -1.626 -3.652
S 1.332 0.174 -1.606
H -1.290 0.103 -0.133
H -1.344 -0.928 -1.941
H -2.295 -2.340 -3.757
H -0.780 -3.447 -5.408
H 1.625 -2.933 -5.386
H 2.581 -1.395 -3.595
S 0.489 -1.807 0.864
C 0.392 -2.521 2.429
N -0.437 -3.522 2.764
C -0.287 -3.922 4.146
C 0.783 -2.968 4.669
N 1.156 -2.207 3.491
H -1.062 -3.932 2.079
H 0.013 -4.964 4.269
H -1.246 -3.806 4.660
H 1.631 -3.495 5.109
H 0.383 -2.324 5.454
H 1.854 -1.469 3.421

69
Properties=species:S:1:pos:R:3 method="wB97M-V/def2-TZVPD" relative_energy_kj_mol=13.7 multiplicity=3 s_squared=2.00 total_charge=+3 largest_force_ha_per_bohr=0.04777 mol_weight_g_mol=549.392 e_homo_ev="-17.0123 / -17.0135" homo_lumo_gap_ev="6.865 / 7.402"
Pr 0.121 0.012 0.197
P 0.583 2.593 -0.787
P -2.342 1.538 1.311
P 2.641 -1.414 0.036
H -3.047 -2.408 0.747
C -2.140 -2.993 0.979
C -1.574 -3.027 2.197
H -2.011 -2.525 3.070
C -0.282 2.417 -2.402
C 0.123 4.294 -0.299
C 2.356 2.834 -1.221
C -3.289 0.523 2.535
C -2.384 3.132 2.225
C -3.706 1.875 0.121
C 2.589 -3.065 0.825
C 4.320 -0.928 0.530
C 2.807 -1.781 -1.743
H -1.701 -3.509 0.106
H -0.599 -3.496 2.392
H -0.156 3.353 -2.968
H -1.365 2.225 -2.274
H 0.135 1.585 -2.984
H 0.395 5.056 -1.038
H 0.672 4.521 0.630
H -0.954 4.386 -0.105
H 2.493 3.601 -1.993
H 2.822 1.894 -1.569
H 2.901 3.163 -0.324
H -4.367 0.727 2.408
H -2.993 0.776 3.565
H -3.098 -0.548 2.363
H -3.405 3.550 2.220
H -1.706 3.857 1.757
H -2.070 2.999 3.268
H -4.516 2.417 0.635
H -4.088 0.925 -0.282
H -3.320 2.482 -0.712
H 3.022 -3.820 0.156
H 1.563 -3.365 1.087
H 3.176 -3.042 1.754
H 5.065 -1.518 -0.022
H 4.443 -1.120 1.607
H 4.475 0.143 0.345
H 3.695 -2.402 -1.916
H 2.891 -0.860 -2.337
H 1.938 -2.335 -2.121
C -0.321 -1.647 -3.215
C -0.698 -0.819 -4.277
C -0.523 -1.333 -5.582
C -0.151 -2.688 -5.757
C 0.058 -3.521 -4.657
C -0.033 -3.010 -3.357
O -0.143 -0.975 -1.956
H -1.049 -0.581 -1.777
H -1.083 0.207 -4.074
H -0.796 -0.683 -6.451
H 0.009 -3.048 -6.772
H 0.341 -4.554 -4.823
H 0.003 -3.625 -2.460
C -0.151 1.468 4.424
C 0.397 0.313 3.699
C 1.031 -0.723 4.513
O 0.328 0.199 2.441
H 0.367 1.580 5.381
H -1.214 1.332 4.653
H -0.067 2.410 3.892
H 0.418 -1.623 4.549
H 1.984 -1.040 4.108
H 1.179 -0.360 5.529

80
Properties=species:S:1:pos:R:3 method="wB97M-V/def2-TZVPD" relative_energy_kj_mol=295.7 smiles="CN(C)C=O.CN(C)C=O.CN(C)C=O.CN(C)C=O.BrCCBr.BrCCBr.BrCCBr.BrCCBr" multiplicity=1 total_charge=0 largest_force_ha_per_bohr=0.08009 mol_weight_g_mol=1043.828 e_homo_ev=-9.1804 homo_lumo_gap_ev=9.338
Br -25.630 -20.342 12.025
C -25.909 -22.104 12.871
C -24.682 -22.323 13.757
Br -23.146 -22.546 12.512
H -26.117 -22.842 12.096
H -26.892 -22.016 13.334
H -24.821 -23.253 14.309
H -24.568 -21.476 14.433
Br -27.059 -30.438 12.596
C -26.781 -28.775 13.598
C -25.598 -27.893 13.054
Br -25.351 -26.161 14.009
H -26.527 -29.086 14.612
H -27.725 -28.230 13.589
H -25.864 -27.686 12.017
H -24.650 -28.430 13.020
Br -23.351 -21.248 18.896
C -22.695 -21.931 17.150
C -21.927 -23.262 17.394
Br -21.317 -23.965 15.652
H -22.153 -21.150 16.617
H -23.528 -22.126 16.475
H -22.672 -23.873 17.904
H -21.088 -23.208 18.086
Br -23.541 -18.917 15.237
C -21.778 -17.941 14.936
C -21.934 -16.892 13.890
Br -20.109 -16.512 13.081
H -21.068 -18.727 14.679
H -21.504 -17.494 15.892
H -22.364 -15.940 14.199
H -22.577 -17.243 13.083
C -21.080 -20.265 7.627
O -21.693 -19.756 6.672
N -21.773 -20.508 8.739
C -21.058 -20.964 9.931
C -23.212 -20.333 8.796
H -20.008 -20.517 7.607
H -21.421 -21.931 10.279
H -21.317 -20.271 10.732
H -19.976 -20.958 9.797
H -23.689 -21.297 8.970
H -23.502 -19.710 9.642
H -23.636 -19.670 8.042
C -21.591 -26.651 12.964
O -21.202 -27.545 13.787
N -21.877 -26.885 11.674
C -22.570 -25.834 10.823
C -21.547 -28.205 11.103
H -21.712 -25.582 13.199
H -23.435 -26.348 10.403
H -22.020 -25.543 9.928
H -22.892 -25.000 11.445
H -21.064 -28.101 10.131
H -20.705 -28.503 11.727
H -22.331 -28.962 11.137
C -25.250 -16.934 10.792
O -24.712 -16.017 11.482
N -26.415 -16.697 10.187
C -27.161 -17.741 9.486
C -27.238 -15.518 10.474
H -24.874 -17.968 10.761
H -27.214 -17.471 8.431
H -28.174 -17.854 9.872
H -26.517 -18.615 9.583
H -27.370 -15.053 9.497
H -28.207 -15.875 10.823
H -26.738 -14.855 11.181
C -28.663 -20.241 14.365
O -28.251 -21.061 15.146
N -29.589 -19.238 14.625
C -29.955 -18.282 13.619
C -30.208 -19.078 15.911
H -28.337 -20.183 13.315
H -31.031 -18.138 13.514
H -29.651 -18.417 12.581
H -29.517 -17.343 13.956
H -29.937 -19.696 16.767
H -30.195 -18.028 16.202
H -31.245 -19.364 15.733

84
Properties=species:S:1:pos:R:3 method="wB97M-V/def2-TZVPD" smiles="[H]/N=C/C[C@@H](CO[C@H](P(O)Cl)P(=O)(O)O)NC[C@@H](O)C(F)(F)F.COCCOCCOC.COCCOCCOC" multiplicity=1 total_charge=0 largest_force_ha_per_bohr=0.00580 mol_weight_g_mol=658.969 e_homo_ev=-8.9770 homo_lumo_gap_ev=9.337
N 0.004 4.863 0.621
C 0.810 4.472 -0.267
C 0.981 3.019 -0.614
C 0.632 2.051 0.530
C -0.518 1.130 0.142
O -1.622 1.954 -0.228
C -2.822 1.258 -0.371
P -3.587 1.454 -2.095
O -2.631 2.687 -2.575
Cl -2.618 -0.180 -2.991
P -3.987 1.621 1.009
O -4.314 0.427 1.804
O -5.228 2.341 0.310
O -3.334 2.823 1.821
N 1.824 1.338 0.987
C 2.455 0.407 0.071
C 2.172 -1.100 0.335
O 1.045 -1.250 1.165
C 1.966 -1.856 -0.971
F 3.117 -1.897 -1.665
F 1.047 -1.298 -1.773
F 1.574 -3.121 -0.742
H 0.011 5.878 0.696
H 1.428 5.172 -0.841
H 0.327 2.821 -1.472
H 2.008 2.865 -0.951
H 0.285 2.665 1.363
H -0.781 0.472 0.976
H -0.244 0.501 -0.715
H -2.673 0.177 -0.272
H -2.812 2.914 -3.497
H -6.054 2.017 0.695
H -2.828 2.477 2.569
H 1.666 0.907 1.887
H 2.163 0.662 -0.948
H 3.541 0.524 0.116
H 3.059 -1.556 0.790
H 0.936 -2.184 1.379
C 2.158 0.660 -4.841
O 3.534 0.467 -5.072
C 3.930 -0.882 -4.892
C 5.233 -1.164 -5.602
O 5.102 -1.318 -7.006
C 5.022 -0.131 -7.776
C 6.360 0.519 -8.041
O 6.817 1.221 -6.901
C 8.202 1.468 -6.936
H 1.882 0.415 -3.808
H 1.939 1.710 -5.027
H 1.551 0.044 -5.515
H 3.156 -1.558 -5.277
H 4.060 -1.080 -3.821
H 5.595 -2.131 -5.243
H 5.975 -0.403 -5.352
H 4.332 0.589 -7.330
H 4.617 -0.447 -8.740
H 6.253 1.215 -8.885
H 7.085 -0.255 -8.325
H 8.772 0.533 -6.999
H 8.466 1.984 -6.015
H 8.478 2.102 -7.788
C -2.537 -2.247 9.181
O -3.474 -2.579 8.186
C -4.808 -2.342 8.596
C -5.736 -2.253 7.406
O -5.658 -1.024 6.708
C -4.597 -0.886 5.774
C -4.852 -1.551 4.443
O -4.665 -2.957 4.541
C -5.320 -3.654 3.508
H -2.668 -2.859 10.082
H -1.546 -2.433 8.772
H -2.613 -1.190 9.464
H -4.867 -1.407 9.167
H -5.146 -3.163 9.245
H -6.757 -2.298 7.792
H -5.581 -3.104 6.738
H -3.650 -1.230 6.197
H -4.524 0.188 5.589
H -4.166 -1.138 3.696
H -5.875 -1.328 4.118
H -6.400 -3.463 3.521
H -5.147 -4.717 3.669
H -4.931 -3.375 2.522

71
Properties=species:S:1:pos:R:3 method="wB97M-V/def2-TZVPD" relative_energy_kj_mol=254.4 multiplicity=1 total_charge=+3 largest_force_ha_per_bohr=0.07011 mol_weight_g_mol=598.466 e_homo_ev="-15.8989 / -15.6747" homo_lumo_gap_ev="4.711 / 5.075"
Lu 2.004 -1.315 0.331
P 1.755 1.577 1.225
P -1.719 0.431 0.147
P 0.508 1.245 -1.903
H 2.893 -5.274 -0.310
C 3.472 -4.434 -0.701
C 3.861 -3.365 0.004
H 3.736 -3.328 1.113
C 2.265 1.224 2.983
C 0.599 2.989 1.474
C 3.208 2.418 0.454
C -2.986 -0.495 -0.919
C -2.487 0.170 1.784
C -2.359 2.141 -0.110
C 2.111 0.773 -2.694
C 0.406 3.083 -2.216
C -0.657 0.661 -3.213
H 3.919 -4.653 -1.699
H 4.524 -2.615 -0.506
H 2.716 0.217 3.085
H 1.414 1.288 3.688
H 3.014 1.955 3.320
H -0.286 2.670 2.040
H 0.268 3.389 0.509
H 1.047 3.827 2.025
H 3.903 1.678 0.030
H 3.769 2.992 1.197
H 2.924 3.116 -0.348
H -3.987 -0.003 -0.901
H -3.068 -1.537 -0.534
H -2.614 -0.535 -1.964
H -3.483 0.609 1.892
H -1.852 0.642 2.533
H -2.555 -0.889 2.035
H -3.389 2.152 -0.489
H -1.704 2.639 -0.834
H -2.313 2.688 0.840
H 2.437 1.550 -3.405
H 2.122 -0.211 -3.206
H 2.887 0.717 -1.915
H 0.902 3.378 -3.151
H 0.889 3.620 -1.390
H -0.649 3.402 -2.259
H -0.267 0.781 -4.235
H -1.629 1.177 -3.158
H -0.843 -0.408 -3.027
C 2.159 -2.820 -2.542
C 1.342 -3.679 -3.347
C 1.666 -3.708 -4.697
C 2.706 -2.940 -5.213
C 3.640 -2.336 -4.374
C 3.487 -2.493 -3.006
O 1.701 -2.339 -1.402
H 0.179 -0.931 -0.582
H 0.480 -4.247 -2.946
H 1.115 -4.399 -5.317
H 2.885 -2.852 -6.270
H 4.489 -1.880 -4.899
H 4.336 -2.401 -2.310
C -0.289 -4.055 3.221
N -0.226 -2.668 3.759
C -0.852 -2.432 5.073
C 0.240 -1.666 3.035
O 0.957 -1.868 1.994
H -0.659 -4.669 4.067
H 0.715 -4.350 2.882
H -1.002 -4.060 2.377
H -0.248 -1.744 5.697
H -1.863 -1.986 4.971
H -0.934 -3.414 5.563
H 0.007 -0.621 3.352

Q: What is the multiplicity in the sixth record?
A: 1